Entry 1:
{
  "formula": "C18H52O8",
  "method": "the ωB97M-V functional and the def2-TZVPD basis",
  "spin_multiplicity": 1,
  "homo_lumo_gap_ev": 10.39,
  "charge": 0,
  "symbols": ["C", "C", "C", "O", "H", "H", "H", "H", "H", "H", "H", "H", "C", "C", "C", "O", "H", "H", "H", "H", "H", "H", "H", "H", "C", "C", "C", "O", "H", "H", "H", "H", "H", "H", "H", "H", "C", "C", "C", "O", "H", "H", "H", "H", "H", "H", "H", "H", "C", "C", "C", "O", "H", "H", "H", "H", "H", "H", "H", "H", "C", "O", "H", "H", "H", "H", "C", "O", "H", "H", "H", "H", "C", "O", "H", "H", "H", "H"],
  "positions_angstrom": [[6.350, -1.909, -2.164], [4.927, -1.441, -2.422], [4.194, -1.125, -1.134], [4.932, -0.300, -3.286], [6.822, -2.270, -3.078], [6.377, -2.713, -1.426], [6.946, -1.077, -1.781], [4.377, -2.203, -2.975], [4.134, -1.980, -0.450], [3.145, -0.875, -1.314], [4.642, -0.310, -0.560], [5.366, 0.418, -2.813], [0.946, -3.062, 2.166], [2.133, -2.831, 3.076], [2.571, -1.382, 3.052], [1.828, -3.251, 4.414], [1.194, -2.899, 1.116], [0.144, -2.360, 2.419], [0.570, -4.079, 2.284], [2.953, -3.480, 2.766], [3.444, -1.240, 3.692], [1.772, -0.730, 3.409], [2.849, -1.076, 2.040], [1.001, -2.832, 4.673], [-3.732, 2.875, 0.828], [-3.889, 4.293, 1.318], [-5.114, 4.964, 0.727], [-3.936, 4.229, 2.750], [-2.866, 2.379, 1.269], [-3.640, 2.859, -0.259], [-4.616, 2.288, 1.094], [-2.989, 4.860, 1.030], [-5.953, 4.263, 0.681], [-4.929, 5.349, -0.275], [-5.460, 5.803, 1.338], [-4.051, 5.116, 3.103], [0.266, -3.612, -3.287], [0.585, -2.437, -2.393], [0.981, -1.193, -3.176], [-0.507, -2.147, -1.493], [-0.536, -3.355, -3.990], [-0.090, -4.476, -2.724], [1.139, -3.912, -3.865], [1.411, -2.683, -1.720], [1.998, -1.287, -3.570], [0.993, -0.318, -2.525], [0.327, -1.029, -4.036], [-1.262, -1.867, -2.022], [-5.340, -1.465, -0.646], [-4.414, -1.891, 0.487], [-3.278, -0.898, 0.649], [-5.151, -2.014, 1.717], [-4.782, -1.367, -1.582], [-5.798, -0.498, -0.422], [-6.143, -2.183, -0.813], [-4.037, -2.895, 0.298], [-2.566, -0.982, -0.175], [-2.720, -1.098, 1.564], [-3.674, 0.119, 0.683], [-5.456, -1.135, 1.968], [-0.045, 0.526, 0.983], [0.808, -0.233, 0.163], [0.468, 1.404, 1.363], [-0.991, 0.816, 0.509], [-0.363, -0.082, 1.847], [0.315, -0.919, -0.310], [-0.107, 4.151, 1.197], [-0.655, 3.612, 2.385], [0.917, 3.796, 1.091], [-0.662, 3.818, 0.310], [-0.086, 5.246, 1.212], [-1.599, 3.794, 2.374], [2.591, 2.326, -1.306], [3.667, 3.198, -1.002], [2.527, 1.513, -0.579], [1.656, 2.876, -1.364], [2.729, 1.855, -2.291], [4.441, 2.660, -0.822]],
  "lowdin_charge": [-0.0577, -0.4946, -0.0633, -0.0553, 0.0793, 0.0800, 0.0822, 0.1315, 0.0832, 0.0494, 0.0852, 0.0806, -0.0562, -0.4933, -0.0568, -0.0546, 0.0677, 0.0730, 0.0832, 0.1362, 0.0796, 0.0803, 0.0683, 0.0842, -0.0694, -0.5037, -0.0515, -0.0456, 0.0633, 0.0954, 0.0822, 0.1261, 0.0834, 0.0831, 0.0790, 0.0928, -0.0526, -0.4736, -0.0445, -0.0782, 0.0840, 0.0828, 0.0850, 0.1304, 0.0784, 0.0682, 0.0854, 0.0936, -0.0612, -0.4783, -0.0560, -0.0528, 0.0768, 0.0774, 0.0785, 0.1375, 0.0641, 0.0848, 0.0582, 0.0832, -0.1523, -0.1460, 0.0653, 0.0670, 0.0692, 0.0274, -0.1739, -0.1169, 0.0709, 0.0738, 0.0807, 0.0298, -0.1682, -0.1161, 0.0582, 0.0743, 0.0751, 0.0632]
}

***

Entry 2:
{
  "formula": "C18H53N3O7",
  "method": "the ωB97M-V functional and the def2-TZVPD basis",
  "spin_multiplicity": 1,
  "homo_lumo_gap_ev": 9.11,
  "charge": 0,
  "symbols": ["C", "O", "C", "C", "C", "N", "H", "H", "H", "H", "H", "H", "H", "H", "H", "H", "H", "C", "O", "C", "C", "C", "N", "H", "H", "H", "H", "H", "H", "H", "H", "H", "H", "H", "C", "O", "C", "C", "C", "N", "H", "H", "H", "H", "H", "H", "H", "H", "H", "H", "H", "C", "C", "O", "H", "H", "H", "H", "H", "H", "C", "C", "O", "H", "H", "H", "H", "H", "H", "C", "C", "O", "H", "H", "H", "H", "H", "H", "O", "H", "H"],
  "positions_angstrom": [[-8.079, -19.570, -19.480], [-9.246, -20.126, -19.994], [-10.356, -19.984, -19.163], [-11.542, -20.473, -19.924], [-12.885, -20.305, -19.196], [-11.302, -21.893, -20.286], [-7.296, -19.726, -20.218], [-7.799, -20.102, -18.562], [-8.187, -18.500, -19.282], [-10.265, -20.539, -18.215], [-10.520, -18.923, -18.892], [-11.589, -19.877, -20.867], [-13.714, -20.458, -19.895], [-12.983, -19.338, -18.704], [-13.029, -21.114, -18.464], [-10.446, -21.942, -20.837], [-12.017, -22.270, -20.931], [-14.095, -20.832, -27.160], [-15.321, -20.745, -26.503], [-16.405, -20.878, -27.387], [-17.269, -22.065, -27.003], [-16.431, -23.347, -26.827], [-18.297, -22.179, -28.048], [-13.303, -20.909, -26.412], [-13.902, -19.980, -27.816], [-13.995, -21.771, -27.728], [-17.011, -19.961, -27.349], [-16.064, -20.912, -28.433], [-17.746, -21.799, -26.054], [-15.611, -23.177, -26.120], [-16.031, -23.674, -27.789], [-17.036, -24.148, -26.399], [-17.814, -22.532, -28.885], [-18.924, -22.952, -27.820], [-8.694, -16.980, -25.010], [-8.993, -16.961, -23.659], [-8.815, -18.200, -23.057], [-9.515, -19.372, -23.699], [-10.994, -19.110, -23.889], [-9.200, -20.610, -22.923], [-9.451, -17.516, -25.598], [-7.710, -17.448, -25.197], [-8.646, -15.956, -25.373], [-7.732, -18.428, -23.006], [-9.182, -18.078, -22.034], [-9.041, -19.489, -24.685], [-11.534, -20.004, -24.192], [-11.126, -18.425, -24.740], [-11.486, -18.651, -23.030], [-9.292, -20.385, -21.899], [-8.228, -20.856, -23.092], [-15.105, -16.974, -23.063], [-15.669, -18.197, -23.718], [-15.434, -18.123, -25.129], [-15.338, -16.067, -23.626], [-14.022, -17.041, -22.954], [-15.499, -16.836, -22.050], [-16.687, -18.454, -23.399], [-15.061, -19.050, -23.329], [-15.668, -18.978, -25.526], [-16.037, -26.289, -22.169], [-14.687, -26.801, -22.520], [-14.824, -27.892, -23.460], [-16.583, -25.872, -23.030], [-15.936, -25.441, -21.484], [-16.754, -27.017, -21.786], [-14.157, -27.119, -21.613], [-14.115, -25.981, -22.977], [-13.971, -28.096, -23.853], [-15.430, -22.293, -22.647], [-14.080, -22.288, -23.338], [-13.135, -22.806, -22.417], [-15.402, -21.748, -21.700], [-15.683, -23.318, -22.368], [-16.210, -21.845, -23.265], [-13.830, -21.222, -23.515], [-14.145, -22.750, -24.327], [-12.332, -23.084, -22.911], [-10.734, -23.399, -24.009], [-10.076, -22.957, -23.408], [-10.241, -23.589, -24.817]],
  "lowdin_charge": [-0.1061, -0.2457, -0.2324, -0.4348, -0.0487, 0.0572, 0.0879, 0.0958, 0.0939, 0.1407, 0.1355, 0.1290, 0.0643, 0.0733, 0.0829, 0.0457, 0.0449, -0.1110, -0.2256, -0.2205, -0.4266, -0.0479, 0.0283, 0.0841, 0.0981, 0.0925, 0.1318, 0.1291, 0.1401, 0.0575, 0.0792, 0.0755, 0.0754, 0.0731, -0.1329, -0.1583, -0.2440, -0.4294, -0.0415, 0.0549, 0.0778, 0.0995, 0.0923, 0.1308, 0.1281, 0.1294, 0.0656, 0.0754, 0.0765, 0.0523, 0.0739, -0.0961, -0.3290, -0.0833, 0.0777, 0.0650, 0.0761, 0.1108, 0.0994, 0.0460, -0.1122, -0.3151, -0.0878, 0.0757, 0.0691, 0.0768, 0.1127, 0.1078, 0.0734, -0.0710, -0.3110, -0.1108, 0.0705, 0.0525, 0.0711, 0.0969, 0.1004, 0.0515, -0.0760, 0.0450, 0.0465]
}

***

HOMO level values, unit eV, following the record order: -9.966; -8.776.
Relative energy (zero: lowest compared OMol25 entry of this formula, charge and spin) values, unit eV, following the record order: 2.032; 0.768.
E_tot values, unit hartree, following the record order: -1318.8574; -1408.4567.